# 1
A cluster of 12 separate species, C37H87BrCl3N3O14PS11 in total. Source: OMol25; level of theory: ωB97M-V/def2-TZVPD.

XYZ file:
```
157
Properties=species:S:1:pos:R:3:forces:R:3
C 5.210 -2.397 -1.206 1.1252 0.7424 -0.1978
C 4.837 -0.830 -1.084 -0.4739 2.3118 0.3861
C 6.029 0.126 -0.614 -2.9339 1.9648 -0.7162
C 5.849 1.684 -0.481 -3.4405 -3.1616 -1.2123
C 4.397 2.280 -0.796 0.9737 -3.8867 -0.4387
C 3.232 1.325 -1.261 2.8974 -0.6634 0.6918
C 3.400 -0.256 -1.427 3.2834 2.5597 1.1677
C 2.183 -1.173 -1.948 0.9259 0.1779 0.1048
C 1.119 -1.572 -0.784 -0.0077 0.1081 -0.8576
N 1.560 -1.186 0.598 -5.0869 -1.5880 0.8216
C 0.421 -1.420 1.482 2.3982 0.0152 0.4885
N 0.591 -1.022 2.790 0.4193 -0.4126 -0.6083
N -0.867 -2.046 1.153 1.7459 1.4499 -1.0642
Br -1.039 -3.817 1.628 0.1790 -0.3385 0.6471
C -1.498 -1.607 -0.114 -0.3442 2.0691 -0.0223
C -2.697 -0.577 0.339 -0.8797 -0.0497 0.0146
Cl -3.932 -1.422 1.467 1.5714 0.5479 -0.3765
C -3.556 0.011 -0.900 1.3912 1.8936 0.0426
C -3.934 1.561 -0.586 -0.4447 0.1728 -0.1742
Cl -5.127 -0.882 -1.249 1.3684 0.5836 -0.2034
P -2.131 -3.000 -1.263 0.5120 -5.0598 -4.0206
O -0.990 -3.989 -1.690 -3.0985 3.2349 2.1751
O -2.705 -2.366 -2.779 0.5484 -0.4902 2.9074
O -3.505 -3.835 -0.619 1.8194 2.4615 -1.8730
C -0.340 -0.861 -0.995 0.0932 -1.6929 -2.0503
Cl -0.306 0.959 -0.817 0.0897 -1.3587 0.1462
H 4.361 -3.041 -1.633 1.3048 1.0127 0.7811
H 6.125 -2.447 -1.939 -2.0080 0.0106 1.3372
H 5.620 -2.833 -0.204 -1.1039 0.8471 -1.5886
H 7.068 -0.341 -0.386 -2.1377 0.8309 -0.5033
H 6.739 2.341 -0.165 -1.6857 -1.1467 -0.5383
H 4.227 3.413 -0.716 0.0711 -2.1252 -0.2170
H 2.224 1.845 -1.495 1.9892 -1.0752 0.3997
H 1.640 -0.650 -2.816 0.7526 -0.6347 1.4505
H 2.614 -2.159 -2.396 -0.7904 1.8175 0.9122
H 1.051 -2.728 -0.800 -0.5855 1.8742 -0.1645
H 2.415 -1.680 0.907 -0.3909 1.0710 0.3452
H 0.573 -1.719 3.559 -1.1237 0.7358 -0.4475
H 0.705 -0.008 3.020 0.5525 -1.2943 -0.5901
H -2.289 0.292 1.000 -0.4240 -1.7128 -1.4271
H -2.842 0.009 -1.822 -1.6993 -0.3121 1.4241
H -4.988 1.592 -0.125 1.6371 -0.0133 -0.7476
H -3.219 2.059 0.162 -0.8974 -0.9495 -1.1819
H -3.927 2.217 -1.550 -0.1000 -1.3946 1.6562
H -2.621 -3.064 -3.480 0.3060 0.4144 0.6968
H -4.300 -3.561 -1.163 1.0926 -0.1986 0.8387
H -0.592 -1.070 -2.115 0.3938 0.5588 2.0031
C -2.758 3.780 3.649 0.1070 -0.1817 -0.1249
S -1.792 3.403 2.171 0.0336 0.2266 0.3233
O -0.690 2.472 2.578 -0.0942 -0.0626 -0.0167
C -1.072 5.050 1.989 0.1480 -0.0198 -0.0627
H -3.270 2.870 3.968 0.0729 0.0288 -0.1301
H -2.099 4.123 4.449 -0.0423 0.0284 -0.1375
H -3.497 4.547 3.417 0.1306 -0.0465 0.0328
H -0.516 5.315 2.890 -0.0835 -0.1094 0.0038
H -1.866 5.777 1.809 -0.0188 -0.1062 0.0272
H -0.393 5.037 1.135 -0.0732 -0.1057 0.0530
C 3.664 5.468 -3.855 0.0925 -0.0742 -0.0052
S 2.272 5.560 -2.709 0.0151 -0.0871 -0.1502
O 2.398 4.413 -1.755 -0.1499 0.2229 -0.2486
C 1.003 5.123 -3.918 -0.0956 -0.0775 0.0694
H 4.582 5.671 -3.301 -0.1609 -0.0028 0.0495
H 3.721 4.470 -4.295 -0.0919 0.0404 0.0678
H 3.542 6.218 -4.639 -0.0774 -0.0439 0.0587
H 1.223 4.147 -4.354 0.0856 0.0882 0.0149
H 0.966 5.884 -4.699 0.1155 -0.0674 0.0461
H 0.039 5.083 -3.407 0.1400 0.0440 0.0831
C -5.505 -4.700 -5.628 0.0038 0.0450 -0.0752
S -3.825 -5.114 -5.107 -0.2378 -0.1406 -0.1784
O -2.893 -4.158 -5.785 -0.0485 0.0152 0.4481
C -3.734 -6.685 -5.995 0.1159 -0.0407 -0.0601
H -5.763 -3.723 -5.214 0.1215 -0.0890 0.0186
H -5.560 -4.656 -6.717 -0.0481 -0.0106 0.0814
H -6.201 -5.449 -5.246 0.1040 0.0087 0.0436
H -3.895 -6.520 -7.062 -0.0286 0.1019 0.0913
H -4.487 -7.371 -5.602 0.0264 0.0923 0.0322
H -2.741 -7.111 -5.840 -0.0753 0.1221 0.0617
C -2.505 -0.760 6.000 -0.0575 0.0077 -0.1589
S -0.940 -1.569 6.401 -0.3322 -0.0021 0.3339
O -0.739 -2.675 5.410 0.0824 0.1928 -0.1752
C -1.505 -2.319 7.944 0.0943 -0.1202 -0.0779
H -2.396 -0.252 5.040 0.0821 -0.0665 0.0742
H -3.302 -1.503 5.928 0.1232 -0.0408 0.0300
H -2.745 -0.026 6.772 0.0971 -0.0559 -0.0082
H -2.363 -2.966 7.753 0.0397 0.0565 -0.0908
H -1.776 -1.535 8.653 0.0512 0.0221 -0.0933
H -0.688 -2.913 8.359 -0.0393 0.0368 -0.0205
C -0.238 7.245 -7.981 0.0562 0.0843 -0.0374
S 0.021 5.517 -7.525 0.1751 0.0232 -0.1578
O 1.486 5.330 -7.286 -0.3765 0.1175 -0.0805
C -0.353 4.833 -9.156 0.0507 -0.0362 -0.0676
H -0.020 7.868 -7.111 -0.0111 -0.1491 -0.0365
H 0.431 7.521 -8.799 0.0034 -0.1029 0.0570
H -1.277 7.393 -8.279 0.0423 -0.0658 0.0480
H 0.323 5.256 -9.902 0.0112 0.0236 0.1175
H -1.389 5.057 -9.416 0.0404 0.0063 0.0806
H -0.217 3.752 -9.115 0.0083 0.1198 0.1041
C 2.743 -2.352 7.985 0.0533 0.0653 0.0912
S 1.900 -3.947 7.879 0.1121 -0.0820 0.1280
O 1.275 -4.214 9.211 0.1879 0.1169 -0.3444
C 3.402 -4.947 7.773 0.0579 -0.0345 0.0813
H 1.989 -1.570 8.097 -0.0045 -0.1432 -0.0250
H 3.409 -2.338 8.849 -0.0712 -0.0773 -0.0239
H 3.311 -2.177 7.069 -0.0602 -0.0568 0.0175
H 4.028 -4.774 8.651 -0.1012 0.0397 -0.0118
H 3.949 -4.689 6.864 -0.0813 0.0186 0.0216
H 3.114 -5.998 7.736 -0.0748 0.1363 0.0016
C -3.377 -4.778 -10.165 -0.0457 0.0138 -0.1591
S -4.129 -3.902 -8.775 0.0080 0.0414 -0.3093
O -5.613 -3.958 -8.959 0.3241 0.0283 -0.0215
C -3.582 -2.254 -9.275 -0.0297 0.0835 -0.0578
H -3.624 -5.838 -10.079 -0.0287 0.1308 0.0759
H -3.768 -4.391 -11.108 -0.0328 0.0085 0.0850
H -2.292 -4.657 -10.129 -0.0649 0.0141 0.0742
H -3.961 -2.021 -10.272 -0.0370 -0.0996 0.0505
H -2.492 -2.213 -9.268 -0.0567 -0.0715 0.0536
H -3.976 -1.529 -8.560 0.0019 -0.1707 0.0005
C 4.112 3.499 4.536 0.0155 0.0600 0.1438
S 5.082 3.111 3.061 0.2065 -0.2094 0.0474
O 6.173 2.179 3.478 -0.3534 0.3965 -0.0490
C 5.811 4.755 2.880 0.0700 0.0641 0.0709
H 3.594 2.593 4.855 0.0953 0.0442 -0.1301
H 4.770 3.841 5.337 0.0330 -0.0410 -0.0869
H 3.377 4.270 4.297 0.0377 -0.0569 -0.0515
H 6.362 5.021 3.784 -0.0311 -0.0940 -0.0207
H 5.022 5.486 2.692 -0.0064 -0.0829 -0.0144
H 6.496 4.736 2.031 -0.0983 -0.1068 0.0639
C 7.683 -0.456 -5.842 0.0732 -0.1028 -0.0500
S 6.291 -0.354 -4.695 0.0304 -0.0696 0.1396
O 6.411 -1.500 -3.741 0.0565 0.2838 -0.6957
C 5.019 -0.787 -5.903 -0.0299 -0.1300 -0.0339
H 8.602 -0.256 -5.288 -0.1692 0.0017 0.0362
H 7.735 -1.455 -6.280 -0.0663 0.0291 0.0772
H 7.565 0.294 -6.627 -0.0420 -0.0058 0.0835
H 5.233 -1.765 -6.337 0.0556 0.0393 0.0731
H 4.985 -0.027 -6.686 0.0384 0.0082 0.0813
H 4.055 -0.821 -5.391 0.1445 0.0499 0.0566
C -1.664 -7.604 10.018 0.0026 -0.1182 0.0355
S -2.246 -6.181 9.070 -0.2328 -0.0212 0.0239
O -3.741 -6.217 9.078 0.4739 -0.0819 -0.0882
C -1.697 -6.791 7.459 -0.0242 -0.0854 -0.0882
H -1.936 -7.457 11.064 -0.0101 0.0940 -0.1483
H -2.133 -8.518 9.648 -0.0414 0.1077 -0.0404
H -0.578 -7.679 9.935 -0.0548 0.0923 -0.0111
H -2.165 -7.754 7.245 -0.0322 0.0545 0.0882
H -0.610 -6.891 7.458 -0.0429 0.0608 0.0637
H -1.994 -6.067 6.698 0.0055 0.0111 0.1477
C -5.101 7.972 5.524 0.0464 0.0375 -0.1076
S -4.756 6.415 6.373 -0.0174 0.0126 -0.0291
O -3.707 5.695 5.583 -0.3868 0.2395 0.0635
C -6.344 5.639 5.997 0.0026 -0.0722 -0.0871
H -4.217 8.608 5.598 -0.0525 -0.1455 0.0672
H -5.323 7.783 4.472 0.0174 -0.0778 0.0701
H -5.945 8.470 6.004 0.0598 -0.0742 0.0276
H -6.491 5.593 4.916 0.0763 0.0459 0.0405
H -7.149 6.211 6.462 0.0911 -0.0024 0.0137
H -6.338 4.627 6.406 0.0907 0.1267 0.0144
```
Forces are in eV/Å.

## Properties
* net charge: +1


# 2
A cluster of 2 separate species, C2H9N3O in total. Source: OMol25; level of theory: ωB97M-V/def2-TZVPD.

XYZ file:
```
15
Properties=species:S:1:pos:R:3:forces:R:3
C 0.985 0.420 0.033 -2.0900 -0.7402 0.0670
C -1.573 0.293 0.323 2.0667 0.7734 0.2991
N 1.381 1.631 -0.097 0.7226 0.6560 -0.1055
N 1.640 -0.690 0.013 0.3410 -0.6069 0.4947
N -2.327 -0.748 -0.344 -0.6492 -0.4210 -0.4055
O 3.015 -0.655 0.097 0.2912 0.6060 -0.5415
H -1.496 0.211 1.398 -0.1471 -0.1476 -0.0064
H -1.692 1.281 -0.099 -0.1021 -0.0816 -0.1330
H 0.822 2.432 0.180 0.0070 -0.1752 -0.0130
H 2.325 1.843 -0.444 -0.2270 -0.1100 0.1386
H 1.223 -1.607 -0.108 -0.0587 0.2298 -0.0733
H -3.338 -0.479 -0.362 0.3732 -0.1967 0.0312
H -2.274 -1.661 0.140 0.0049 0.2956 -0.2637
H -2.058 -0.863 -1.338 -0.0807 -0.0541 0.3410
H 3.367 -1.406 0.607 -0.4517 -0.0275 0.1703
```
Forces are in eV/Å.

## Properties
* net charge: +2


# 3
A cluster of 2 separate species, C6H12N3O2 in total. Source: OMol25; level of theory: ωB97M-V/def2-TZVPD.

XYZ file:
```
23
Properties=species:S:1:pos:R:3:forces:R:3
C -3.034 1.100 0.619 0.2083 0.3420 0.3308
C -1.749 1.108 1.043 0.0093 0.0949 0.0889
C -1.870 -0.429 -0.438 0.2387 0.2659 0.3710
C 2.653 1.979 -0.353 0.7258 0.7507 0.6447
C 1.812 -1.826 0.968 -0.4794 -0.9980 0.6237
C 1.602 -0.102 -0.597 -0.7308 -0.2089 0.1168
N -3.106 0.107 -0.329 0.0245 -0.2130 -0.2517
N -1.011 0.155 0.372 0.0456 -0.5181 -0.4353
N -1.544 -1.430 -1.331 -0.0523 -0.3356 -0.3873
O 1.820 1.053 -1.058 -0.1957 -0.5773 -0.1797
O 2.139 -0.529 0.476 0.2779 1.2258 -0.7794
H -3.877 1.695 0.899 -0.1875 0.0949 0.0276
H 2.757 2.846 -1.002 -0.0757 -0.1858 0.0295
H 3.629 1.537 -0.147 -0.1468 -0.0164 -0.1028
H 2.179 2.266 0.586 -0.0683 -0.1003 -0.1285
H 1.691 -2.541 0.155 0.0865 0.0968 -0.0618
H 0.888 -1.752 1.547 0.1198 0.0964 -0.1130
H 2.633 -2.129 1.616 -0.0598 0.0965 -0.1665
H -1.285 1.725 1.785 -0.0457 0.1763 0.1607
H -3.930 -0.140 -0.853 0.0863 -0.0596 0.0292
H 0.928 -0.711 -1.207 0.2291 -0.0056 0.1593
H -2.349 -1.812 -1.813 0.2282 -0.0700 -0.0407
H -0.975 -2.169 -0.939 -0.2381 0.0483 0.0645
```
Forces are in eV/Å.

## Properties
* net charge: +1


# 4
A cluster of 4 separate species, C16H35F9N3O4S in total. Source: OMol25; level of theory: ωB97M-V/def2-TZVPD.

XYZ file:
```
68
Properties=species:S:1:pos:R:3:forces:R:3
N -1.356 3.426 -3.102 0.1931 -1.2915 1.2616
C -1.446 2.842 -1.908 -0.2857 -1.2101 3.7544
N -2.117 1.632 -1.481 3.5915 1.8350 -2.5137
C -1.810 1.362 -0.017 0.1308 0.4265 -0.1125
O -1.688 -0.045 0.211 -0.2440 1.5810 -0.7429
C -0.515 2.264 0.220 0.3990 -2.2260 -0.7525
C -0.111 2.605 1.744 -0.6800 -0.3088 -1.0770
C 0.556 4.040 1.916 0.1819 -0.0469 1.1307
C 2.147 3.982 2.169 -3.0500 0.4552 1.0128
F 2.479 5.283 2.602 0.2167 -2.6647 -0.9113
F 2.308 3.046 3.217 0.6401 1.8244 -2.0978
C 2.860 3.552 0.820 -1.0983 -0.8771 -1.7608
F 2.656 2.185 0.537 -0.1008 2.7987 1.0460
F 2.278 4.224 -0.279 0.9420 -0.9494 2.5751
S 4.706 3.861 0.715 4.2739 -0.7440 -1.7185
F 4.629 3.797 -0.959 -0.0795 0.1674 2.3087
F 4.537 5.498 0.627 -0.2287 -2.3740 0.6462
F 4.915 3.845 2.348 -0.7916 0.3018 -2.2464
F 4.985 2.206 0.670 -0.1349 2.4847 0.4675
F 6.343 4.077 0.562 -2.4972 -0.2426 0.3399
N -0.835 3.404 -0.696 -2.5159 0.9508 -0.0997
H -1.732 4.371 -3.219 0.8781 -0.2717 -0.1226
H -0.923 2.907 -3.868 -1.2801 0.2975 -0.1483
H -1.739 0.934 -2.143 -1.0886 -0.5613 0.3206
H -2.683 1.883 0.501 0.8281 -1.1003 -0.1821
H -2.152 -0.526 -0.508 0.1801 0.3198 0.8067
H 0.320 1.720 -0.349 -0.8410 0.6040 1.2133
H 0.555 1.737 2.063 -0.7911 1.3641 -0.2749
H -1.054 2.542 2.391 1.2686 0.1802 -0.9550
H 0.304 4.792 1.111 0.4288 -1.0828 0.7583
H 0.137 4.476 2.889 0.8390 -0.5732 -1.2964
H -1.661 3.814 -0.202 0.7770 0.7622 -0.3340
C 0.735 -2.169 2.444 0.2668 0.1701 0.0741
C -0.164 -2.994 3.350 -0.2360 -0.0601 -0.6884
C -0.547 -4.312 2.698 0.0173 -0.2312 0.0727
O -1.345 -2.250 3.650 -0.0347 0.1966 0.3449
H 0.225 -1.925 1.506 -0.0361 -0.1470 -0.0051
H 0.994 -1.220 2.920 0.0294 -0.0941 0.0475
H 1.658 -2.705 2.209 -0.0530 0.0379 -0.0063
H 0.346 -3.187 4.296 -0.1853 0.1243 0.0178
H -1.101 -4.142 1.768 0.0673 0.1129 -0.0143
H -1.202 -4.889 3.355 0.0842 0.0511 0.0062
H 0.337 -4.911 2.472 -0.0812 0.0389 0.0281
H -1.804 -2.074 2.819 0.0883 -0.0895 0.0775
C 1.260 -8.075 1.781 -0.1264 0.0929 -0.2434
C 2.481 -7.328 2.294 -0.2466 -0.5437 0.4261
C 3.432 -8.261 3.027 0.2917 0.0582 -0.0139
O 2.066 -6.284 3.174 0.1240 0.3014 -0.1088
H 0.697 -8.517 2.609 0.1360 -0.0571 0.0081
H 0.580 -7.391 1.266 0.0898 -0.0397 -0.0218
H 1.545 -8.871 1.089 -0.0492 0.0215 0.0560
H 3.002 -6.857 1.456 -0.0684 0.1630 0.1533
H 2.944 -8.709 3.898 -0.0849 -0.0379 -0.1191
H 4.300 -7.709 3.399 -0.0468 -0.0271 -0.0993
H 3.782 -9.062 2.372 -0.0225 0.0186 0.0712
H 1.604 -6.689 3.919 0.0860 0.0021 -0.0912
C -3.804 1.832 -6.662 0.1590 -0.2171 0.0908
C -4.066 2.780 -5.503 -0.3325 0.1300 -0.7672
C -5.231 3.709 -5.800 -0.1084 0.1197 0.2545
O -2.890 3.556 -5.247 0.3063 0.1500 0.1126
H -3.545 2.388 -7.569 -0.1404 0.0363 0.0449
H -2.957 1.178 -6.440 -0.0998 -0.0131 0.0112
H -4.678 1.213 -6.871 0.0695 0.0513 -0.0174
H -4.277 2.203 -4.597 0.1927 0.1344 0.0588
H -5.022 4.329 -6.677 0.0040 -0.1518 -0.0431
H -5.401 4.392 -4.963 -0.0327 -0.1026 -0.0241
H -6.149 3.146 -5.982 0.0620 0.0606 -0.0130
H -2.695 4.070 -6.042 -0.1502 -0.0887 0.0248
```
Forces are in eV/Å.

## Properties
* net charge: +1


no.,molar mass (g mol⁻¹),calculated total energy (Ha)
1,1368.08,-11354.811494
2,91.11,-320.279040
3,158.18,-550.310378
4,536.52,-2392.417895